1.
Formula: C23H37N11O
Source: the OMol25 dataset
Level of theory: the ωB97M-V functional and the def2-TZVPD basis

Last column: Löwdin charge in e.
Positions of all 72 atoms, in Å:
O (-6.2477, -1.4572, -1.3773)  -0.0006
N (4.3250, 0.7042, 1.1984)  0.1508
N (-0.9941, 0.2422, 4.1874)  0.1651
N (0.2935, 2.8670, 6.2256)  0.1158
N (-0.1908, -0.0934, -3.1324)  0.1609
N (2.8813, -2.0004, -0.3824)  0.1494
N (-5.2518, -3.3630, -0.6712)  -0.0037
N (-0.8520, -4.9635, -4.1024)  0.1291
N (-1.2346, -1.3363, 0.2955)  0.1488
N (-1.5991, 5.9237, 3.6421)  0.1324
N (4.9169, 2.7578, -3.5888)  0.1277
N (1.2966, 3.8543, 0.7193)  0.1634
C (2.4190, 3.9395, 0.4908)  -0.2470
C (-0.4543, -0.7355, 3.9433)  -0.2871
C (0.4952, 0.6508, 0.8324)  -0.0711
C (2.3539, -2.4899, -1.3212)  -0.2012
C (-6.9418, -3.5766, -2.3295)  -0.0107
C (-0.4630, -0.4611, 0.5033)  -0.2247
C (4.9989, -1.7286, 1.8635)  -0.0890
C (-6.1038, -2.7130, -1.4286)  -0.5524
C (0.8124, 3.2446, 3.6567)  -0.1104
C (0.2300, -1.9752, 3.6136)  -0.0688
C (0.1065, 1.0001, -2.9526)  -0.2766
C (0.4842, 3.0394, 5.1175)  -0.2915
C (0.5016, 2.3873, -2.8084)  -0.0560
C (-4.3741, -2.7306, 0.2659)  -0.0807
C (-2.3041, 4.7108, 1.4069)  -0.0720
C (3.6769, 0.8472, -2.2678)  -0.0916
C (-1.9050, 5.4063, 2.6481)  -0.2680
C (4.3787, 1.9465, -2.9640)  -0.2676
C (-1.4299, -4.2198, -3.4185)  -0.2805
C (-2.1426, -3.2588, -2.5838)  -0.0823
C (1.7210, -3.1195, -2.5305)  -0.0511
C (4.6617, -0.3542, 1.4892)  -0.2747
C (3.8154, 3.9872, 0.1223)  -0.0602
H (1.8461, 2.9414, 3.4910)  0.0672
H (-4.4188, -1.6417, 0.2443)  0.0861
H (-6.3081, -4.0088, -3.1039)  0.0782
H (1.0879, -1.8321, 2.9567)  0.0691
H (0.5881, 0.7474, 1.9142)  0.0439
H (-4.6251, -2.9356, 1.3067)  0.0865
H (5.7867, -1.6422, 2.6118)  0.0822
H (-7.3951, -4.4698, -1.8995)  0.0786
H (-1.8909, -2.2345, -2.8590)  0.0626
H (5.2873, -2.3703, 1.0310)  0.0739
H (1.5010, 0.4785, 0.4494)  0.0428
H (3.0654, 0.2006, -2.8972)  0.0688
H (0.0328, 2.9295, 2.9631)  0.0372
H (4.4190, 4.6708, 0.7194)  0.0921
H (-7.7641, -2.9699, -2.7088)  0.0857
H (2.2687, -2.6420, -3.3429)  0.0809
H (-1.6719, 3.8492, 1.1924)  0.0497
H (-0.4233, -2.7730, 3.2602)  0.0877
H (0.9400, 4.3262, 3.6138)  0.0572
H (0.6383, -3.0106, -2.5941)  0.0353
H (-2.1480, 5.3467, 0.5355)  0.0772
H (4.1657, -2.3061, 2.2640)  0.0718
H (-0.3849, 2.9813, -2.5862)  0.0900
H (-3.3615, -3.0445, 0.0126)  0.0388
H (3.8339, 4.3868, -0.8916)  0.0828
H (4.4400, 0.1802, -1.8667)  0.0696
H (-3.2126, -3.3796, -2.7530)  0.0706
H (1.1368, 2.5153, -1.9319)  0.0496
H (-4.9829, -4.3050, -0.9171)  0.1422
H (3.1218, 1.1737, -1.3884)  0.0393
H (0.7134, -2.2343, 4.5555)  0.0824
H (0.0805, 1.6200, 0.5551)  0.0427
H (-2.0114, -3.4107, -1.5125)  0.0519
H (4.2508, 2.9879, 0.1173)  0.0404
H (1.9177, -4.1880, -2.6183)  0.0829
H (-3.3601, 4.4474, 1.4677)  0.0825
H (0.9575, 2.6835, -3.7531)  0.0953

Orbital gap in eV: 9.74
SMILES string: CNC(C)=O.CC#N.CC#N.CC#N.CC#N.CC#N.CC#N.CC#N.CC#N.CC#N.CC#N
Highest occupied orbital energy in eV: -9.679
Calculated total energy in a.u.: -1576.04794
Net charge: 0
Lowest unoccupied orbital energy in eV: 0.06

***

2.
Formula: C23H37N3O2PtS
Source: the OMol25 dataset
Level of theory: the ωB97M-V functional and the def2-TZVPD basis

Last column: natural (NBO) charge in e.
Positions of all 67 atoms, in Å:
Pt (-1.1672, -0.4583, -0.9645)  0.7697
S (-1.0217, -2.1204, -2.3439)  0.3208
O (1.8729, 0.7462, -3.6391)  -0.6933
O (-1.9189, 0.4965, -2.6515)  -0.5700
N (1.1754, 2.1370, -2.0257)  -0.8517
N (3.1787, 2.5244, -3.2359)  -0.8339
N (-1.3699, -0.0358, -3.7982)  0.0162
C (-0.2529, -1.6991, -5.0639)  -0.1595
C (-1.3719, 0.8497, -4.7916)  0.0845
C (-0.8010, 0.4804, -6.0272)  -0.1560
C (-0.2546, -0.8133, -6.1441)  -0.1192
C (1.5102, 1.3916, 2.1992)  -0.0807
C (0.4304, 0.3322, 1.8628)  0.0708
C (0.0888, -3.3563, 1.2914)  -0.1354
C (-1.2146, -3.9760, 0.7534)  -0.6133
C (-2.0061, 1.3909, 1.7542)  -0.1220
C (-1.2096, -1.0058, 0.9874)  -0.4383
C (0.9200, -1.0229, 1.7525)  -0.0581
C (-1.8983, 2.5509, 0.7154)  -0.5937
C (0.4235, -3.7424, 2.7493)  -0.5830
C (-0.7732, -1.2802, -3.8595)  -0.0353
C (-0.0489, -1.8685, 1.3022)  0.1633
C (1.2312, 2.8376, 1.9946)  -0.6117
C (2.7437, 0.9862, 1.3782)  -0.6053
C (1.8446, 1.0802, 3.7066)  -0.5730
C (-2.0439, 1.9640, 3.1969)  -0.6052
C (-0.9217, 0.3398, 1.5621)  0.1711
C (2.0506, 1.7579, -2.9798)  0.7744
C (1.2805, -3.7774, 0.3708)  -0.5803
C (-3.4292, 0.8158, 1.4790)  -0.5930
H (-1.4600, -3.6314, -0.2737)  0.1943
H (0.2421, -1.2054, -7.0284)  0.2646
H (1.0780, 3.1088, -1.7868)  0.4035
H (2.5659, 0.9001, 0.2929)  0.2206
H (0.3333, 3.2186, 2.4811)  0.2206
H (1.0213, 1.3645, 4.3203)  0.2197
H (-0.9592, 3.0458, 0.7669)  0.2199
H (2.0450, 0.0026, 3.7488)  0.1992
H (-3.6391, -0.0917, 2.0574)  0.2159
H (3.5353, 1.6852, 1.5982)  0.2415
H (2.7324, 1.6105, 3.9761)  0.2375
H (2.1206, -3.0997, 0.5465)  0.2107
H (-2.0245, 2.1994, -0.3106)  0.2026
H (-0.3714, -3.4736, 3.4587)  0.2282
H (3.1078, 0.0136, 1.5883)  0.2050
H (-2.5088, 1.2662, 3.9366)  0.2389
H (-0.9927, 2.2146, 3.4904)  0.2099
H (1.5482, -4.8082, 0.6557)  0.2447
H (0.3375, 1.5521, -1.8752)  0.3887
H (3.5550, 3.1410, -2.5635)  0.3920
H (2.0437, 3.5109, 2.2917)  0.2506
H (3.9080, 2.0385, -3.8065)  0.4234
H (1.3057, -3.1869, 3.0515)  0.2074
H (1.0489, 2.9201, 0.9348)  0.2009
H (-2.6126, 2.8942, 3.2377)  0.2439
H (-2.0928, -3.8052, 1.3903)  0.2271
H (-2.2697, -1.3393, 1.0681)  0.2723
H (1.9081, -1.3688, 2.0225)  0.2404
H (-4.0923, 1.5987, 1.7012)  0.2407
H (-1.7201, 1.8615, -4.5980)  0.2690
H (0.9477, -3.8211, -0.6550)  0.2160
H (-3.5159, 0.4637, 0.4566)  0.1969
H (-0.9619, 1.0662, -6.9306)  0.2716
H (-2.7523, 3.2541, 0.8895)  0.2520
H (-1.1935, -5.0625, 0.7400)  0.2500
H (0.0859, -2.7527, -5.1804)  0.2746
H (0.6498, -4.8091, 2.7761)  0.2463

Orbital gap (spin up / spin down) in eV: 8.01 / 5.43
2S+1: 5
Highest occupied orbital energy (spin up / spin down) in eV: -14.026 / -14.989
Energy above the lowest of the compared OMol25 structures with the same formula, charge and spin in eV: 1.129
Calculated total energy in a.u.: -1730.08713
Net charge: +2
<S²>: 6.032
Lowest unoccupied orbital energy (spin up / spin down) in eV: -6.02 / -9.56

***

3.
Formula: C23H37O2Ti
Source: the OMol25 dataset
Level of theory: the ωB97M-V functional and the def2-TZVPD basis

Last column: natural (NBO) charge in e.
Positions of all 63 atoms, in Å:
Ti (0.2314, -0.2745, -0.4521)  1.0148
O (0.2719, -1.4052, -5.7119)  -0.5423
O (-0.0063, 0.0957, -2.4896)  -0.5731
C (1.9428, 0.6508, 0.7892)  -0.3738
C (1.1764, -0.0006, -3.4340)  -0.0562
C (0.6395, 2.2609, -0.2495)  -0.3024
C (-1.9842, -1.2271, -0.8588)  -0.3977
C (1.3421, -3.4436, -0.3081)  -0.2321
C (2.7480, -4.0441, -0.4435)  -0.5922
C (-0.6628, 0.9949, -3.5135)  0.3136
C (-0.0723, -0.6026, -6.8681)  -0.0638
C (-2.2912, 0.1673, -0.7380)  -0.3085
C (2.4855, 0.8990, -0.5151)  -0.3754
C (0.4770, -4.3205, 0.6060)  -0.6016
C (-1.2154, 2.2914, -2.9919)  -0.6399
C (-1.8030, 0.6250, 0.5129)  -0.3407
C (-1.2686, -0.5059, 1.2262)  -0.3845
C (-1.7551, 0.1211, -4.0931)  -0.6420
C (-1.4106, -1.6528, 0.3783)  -0.3275
C (0.4696, -1.2477, -8.1488)  -0.4331
C (1.4070, -1.9631, 0.0685)  -0.8867
C (1.2528, -2.3863, -6.1226)  -0.0736
C (0.6759, 1.1629, -4.2592)  -0.4587
C (0.7993, 1.4946, 0.9543)  -0.3639
C (1.4171, -2.3591, -7.6586)  -0.4353
C (1.6968, 1.9126, -1.1366)  -0.3530
H (1.1505, 2.1001, -3.9548)  0.2092
H (-0.0853, 3.0568, -0.4131)  0.1986
H (2.1225, 0.1380, -2.9122)  0.2101
H (0.4147, 0.3897, -6.7960)  0.1605
H (0.9623, -3.3804, -5.7457)  0.1895
H (-1.2502, -2.6788, 0.6741)  0.2268
H (0.4101, -3.9340, 1.6299)  0.1995
H (-2.9368, 0.7281, -1.4097)  0.1999
H (1.4592, -1.8640, 1.1676)  0.1594
H (2.4517, -2.0982, -7.8980)  0.2091
H (0.8688, -3.4767, -1.3002)  0.1719
H (-1.9158, 1.6353, 0.9034)  0.2125
H (-0.9202, -0.5310, 2.2565)  0.2107
H (1.9409, 2.4209, -2.0708)  0.1930
H (-1.8443, 2.1310, -2.1188)  0.2422
H (3.3268, -3.9245, 0.4765)  0.1918
H (-2.0959, 0.4684, -5.0763)  0.1869
H (-0.4180, 2.9843, -2.7253)  0.2181
H (1.0179, -0.4811, -8.7024)  0.2082
H (1.1613, -3.3149, -8.1251)  0.2115
H (0.7217, 1.0558, -5.3280)  0.1921
H (-2.2181, -1.8717, -1.7082)  0.2141
H (3.3836, 0.4374, -0.9286)  0.2099
H (0.8773, -5.3418, 0.6549)  0.1836
H (2.3668, 0.0057, 1.5509)  0.2168
H (3.3186, -3.5664, -1.2437)  0.1933
H (-0.5421, -4.4171, 0.2136)  0.1980
H (-2.6058, 0.1556, -3.3951)  0.2220
H (2.6971, -5.1158, -0.6562)  0.1700
H (2.3423, -1.5650, -0.3599)  0.1905
H (-1.4097, -0.9189, -4.1735)  0.2442
H (0.2600, 1.6238, 1.8864)  0.2071
H (-1.8293, 2.7299, -3.7917)  0.1986
H (-1.1592, -0.4157, -6.8783)  0.1921
H (2.1920, -2.1161, -5.6097)  0.1776
H (1.1259, -0.9623, -3.9362)  0.2044
H (-0.3477, -1.6400, -8.7561)  0.2060

Orbital gap (spin up / spin down) in eV: 2.67 / 5.68
2S+1: 3
Highest occupied orbital energy (spin up / spin down) in eV: -0.235 / -3.261
Energy above the lowest of the compared OMol25 structures with the same formula, charge and spin in eV: 0.000
Calculated total energy in a.u.: -1898.36032
Net charge: -1
<S²>: 2.012
Lowest unoccupied orbital energy (spin up / spin down) in eV: 2.43 / 2.42

***

4.
Formula: C23H38Cl2N6O3P2SeSiTi
Source: the OMol25 dataset
Level of theory: the ωB97M-V functional and the def2-TZVPD basis

Last column: Löwdin charge in e.
Positions of all 77 atoms, in Å:
Se (1.8652, -2.1478, -2.1183)  0.4078
Ti (0.0011, 1.2716, -0.6592)  0.7452
Cl (-1.7533, -2.4938, 0.5485)  0.6718
Cl (-2.5167, 1.5059, -3.0061)  0.7227
P (-0.1485, 4.2414, -1.8246)  0.8001
P (-1.3540, 2.2656, 2.3293)  0.3659
Si (2.4538, 0.5794, -0.2214)  0.4967
O (0.4514, 2.7663, -1.7983)  -0.5947
O (-0.8749, 1.8169, 0.9272)  -0.3981
O (-0.7170, 3.4548, 2.9308)  -0.2982
N (-1.2940, 0.8694, 3.2517)  -0.2970
N (1.3102, 5.1194, -2.2293)  -0.3916
N (-0.9101, -0.1500, -1.1165)  -0.1436
N (4.6059, -3.1316, -2.8118)  -0.0602
N (-3.0135, 2.5100, 2.1841)  -0.3008
N (-0.9626, 4.2446, -3.3281)  -0.4437
C (2.6911, -2.7325, 2.3675)  -0.0976
C (-3.4106, 3.8574, 1.8036)  -0.1333
C (-3.0770, 0.0819, -2.1894)  -0.6046
C (-4.0627, -2.0497, -0.7554)  -0.1490
C (-2.1666, -0.5746, -1.3156)  -0.4565
C (2.6318, 4.5589, -2.0375)  -0.1484
C (-4.3907, -0.3080, -2.3581)  -0.1493
C (2.2622, -1.8338, 1.4009)  -0.1478
C (3.5375, -2.7575, -2.5446)  -0.9736
C (4.2923, -0.6056, 1.6322)  -0.1086
C (3.0435, -0.7394, 1.0238)  -0.3020
C (-2.7507, -1.6488, -0.6003)  -0.6037
C (3.9342, -2.5731, 2.9669)  -0.1236
C (2.7423, 2.1388, 0.8973)  -0.2468
C (-1.6155, 1.0706, 4.6547)  -0.1375
C (-3.7356, 1.4876, 1.4358)  -0.1158
C (3.7185, 0.8177, -1.6123)  -0.2546
C (-2.0214, 5.1949, -3.5389)  -0.1952
C (-0.1880, -0.0546, 3.0538)  -0.1208
C (1.2470, 6.5202, -1.8800)  -0.1919
C (-4.8960, -1.3867, -1.6451)  -0.1319
C (4.7404, -1.5097, 2.5881)  -0.1149
C (-0.2803, 3.8214, -4.5289)  -0.1562
H (-3.4014, 0.4980, 1.7438)  0.0751
H (-0.0716, -0.2782, 1.9973)  0.0354
H (-5.0182, 0.2517, -3.0399)  0.0891
H (1.9211, 7.1036, -2.5182)  0.0687
H (-0.9800, 3.3222, -5.2084)  0.0682
H (-3.5793, 1.5768, 0.3523)  0.0777
H (3.3376, 5.0285, -2.7342)  0.0747
H (-5.9249, -1.6975, -1.7718)  0.0837
H (4.3168, 1.7154, -1.4310)  0.0123
H (3.2241, 0.9027, -2.5810)  0.0090
H (-4.8068, 1.5783, 1.6396)  0.0765
H (-3.2304, 4.0594, 0.7381)  0.0786
H (2.0611, -3.5725, 2.6382)  0.0937
H (-1.6757, 6.1137, -4.0424)  0.0667
H (-2.4565, 5.4757, -2.5778)  0.0546
H (-4.4803, 3.9853, 1.9980)  0.0708
H (0.1781, 4.6671, -5.0630)  0.0707
H (4.9363, 0.2230, 1.3545)  0.0932
H (1.5260, 6.7136, -0.8312)  0.0722
H (-1.8816, 0.1091, 5.1036)  0.0735
H (2.3421, 3.0628, 0.4712)  -0.0062
H (2.6206, 3.4893, -2.2300)  0.0517
H (5.7210, -1.3846, 3.0347)  0.0856
H (0.5021, 3.1090, -4.2706)  0.0713
H (2.2488, 2.0070, 1.8659)  0.0124
H (0.7645, 0.3237, 3.4462)  0.0903
H (-2.8152, 4.7593, -4.1583)  0.0671
H (-0.4158, -0.9947, 3.5631)  0.0821
H (4.2785, -3.2822, 3.7117)  0.0839
H (-2.8482, 4.5802, 2.3902)  0.0669
H (-2.4668, 1.7448, 4.7457)  0.0697
H (-4.4250, -2.8832, -0.1678)  0.0894
H (1.3154, -2.0001, 0.9010)  0.0487
H (-0.7748, 1.4976, 5.2171)  0.0782
H (4.3759, -0.0525, -1.6717)  0.0097
H (3.0141, 4.7181, -1.0182)  0.0718
H (0.2348, 6.9037, -2.0288)  0.0522
H (3.8092, 2.2998, 1.0944)  0.0119

Orbital gap in eV: 5.91
Highest occupied orbital energy in eV: -1.578
Energy above the lowest of the compared OMol25 structures with the same formula, charge and spin in eV: 1.191
Calculated total energy in a.u.: -6597.26239
Net charge: -2
Lowest unoccupied orbital energy in eV: 4.33

***

The lowest net charge belongs to which entry?
C23H38Cl2N6O3P2SeSiTi